1.
C2H6O2 | ωB97M-V/def2-TZVPD

Properties
2S+1 = 1
E_tot = -6265.9776 eV
max |F| = 1.7 eV/Å
energy relative to the best compared isomer or geometry (same formula, charge and spin) = 26.8 kJ/mol
gap between HOMO and LUMO = 12.07 eV
SMILES = O=CO.C

XYZ file:
```
10
C2H6O2 ωB97M-V/def2-TZVPD
C -1.442 0.035 1.439
H -2.128 0.523 0.756
H -1.943 -0.857 1.824
H -1.268 0.627 2.340
H -0.461 -0.213 1.046
O 1.042 -1.233 -1.119
C 1.721 -0.268 -1.276
O 1.386 0.734 -2.167
H 2.654 -0.025 -0.756
H 0.438 0.677 -2.087
```

Results of the natural (NBO) charge analysis, in e, for atoms 1 through 8: -0.855 0.212 0.216 0.210 0.216 -0.555 0.640 -0.692



2.
C16H19BN6STi | ωB97M-V/def2-TZVPD

Properties
2S+1 = 1
E_tot = -60421.6973 eV
max |F| = 3.7 eV/Å
energy relative to the best compared isomer or geometry (same formula, charge and spin) = 0.0 kJ/mol
gap between HOMO and LUMO (spin up / spin down) = 3.22 / 3.23 eV
net charge = +4

XYZ file:
```
44
C16H19BN6STi ωB97M-V/def2-TZVPD
C -0.750 -1.706 -2.988
N -1.044 -0.800 -2.001
N -2.266 -0.182 -2.314
C -2.731 -0.765 -3.448
C -1.788 -1.707 -3.919
B -2.737 0.980 -1.343
N -2.877 0.548 0.170
N -1.778 0.078 0.890
C -2.233 -0.197 2.146
C -3.594 0.093 2.231
C -3.968 0.536 0.969
Ti -0.208 0.125 -0.519
N -1.688 2.205 -1.364
N -0.345 2.035 -0.953
C 0.246 3.270 -0.989
C -0.680 4.205 -1.428
C -1.879 3.516 -1.609
H 1.255 3.439 -0.686
H -2.858 3.884 -1.921
H -0.510 5.241 -1.634
H -3.810 1.366 -1.669
H -4.952 0.798 0.595
H -3.691 -0.532 -3.892
H -4.231 -0.042 3.084
H -1.827 -2.319 -4.807
H -1.586 -0.628 2.897
H 0.181 -2.256 -2.969
H 0.732 1.038 1.778
C 1.170 0.796 2.793
H 0.776 1.487 3.563
H 0.983 -0.268 3.095
H 2.255 0.983 2.788
S 1.967 -0.731 -0.875
C 3.014 -1.475 0.261
C 2.508 -2.220 1.348
C 3.388 -2.897 2.202
C 4.781 -2.805 2.019
C 5.283 -2.020 0.963
C 4.414 -1.339 0.112
H 1.441 -2.261 1.518
H 2.994 -3.499 3.033
H 5.474 -3.326 2.713
H 6.369 -1.942 0.828
H 4.800 -0.706 -0.670
```

Results of the natural (NBO) charge analysis, in e, for atoms 1 through 8: 0.041 -0.432 -0.305 0.176 -0.232 0.465 -0.321 -0.413



3.
C30H43Cl3N5O3RuSi | ωB97M-V/def2-TZVPD

Properties
2S+1 = 6
E_tot = -93428.5178 eV
max |F| = 3.8 eV/Å
energy relative to the best compared isomer or geometry (same formula, charge and spin) = 0.0 kJ/mol
gap between HOMO and LUMO (spin up / spin down) = 5.60 / 7.10 eV
expectation value of S² = 8.76

XYZ file:
```
86
C30H43Cl3N5O3RuSi ωB97M-V/def2-TZVPD
C -0.872 1.120 -4.317
C -0.629 -0.341 -4.107
H -0.236 1.554 -5.094
H -0.695 1.702 -3.399
H -1.923 1.243 -4.614
C -0.013 -1.150 -5.003
C 0.447 -0.717 -6.350
H 0.167 -2.205 -4.754
H 0.571 0.368 -6.448
H -0.257 -1.043 -7.126
H 1.405 -1.202 -6.565
Ru -0.178 0.655 -0.001
Cl -2.416 0.578 -0.150
Cl 0.536 2.606 -0.685
C -1.055 -2.301 0.727
O -0.150 -1.434 0.874
N -0.823 -3.580 1.026
C 0.496 -4.031 1.454
C -1.872 -4.591 0.965
H -2.057 -2.041 0.358
H 1.153 -3.171 1.594
H 0.921 -4.707 0.703
H 0.394 -4.589 2.390
H -2.797 -4.141 0.589
H -2.041 -5.010 1.972
H -1.566 -5.410 0.297
H 2.216 1.081 -2.966
H 2.752 -1.803 -3.366
C 3.100 0.898 -2.337
C 3.517 -1.522 -2.624
N 3.055 -0.443 -1.765
H 3.129 1.653 -1.544
C 2.502 -0.694 -0.586
O 1.998 0.195 0.153
H 3.745 -2.401 -2.004
H 2.518 -1.759 -0.267
H 4.000 0.948 -2.956
H 4.412 -1.185 -3.157
O 0.070 -0.139 -1.994
C -0.934 -0.803 -2.694
C 0.122 -3.132 -2.378
C -1.013 -2.331 -2.514
H 1.103 -2.649 -2.277
C -0.003 -4.531 -2.414
H -1.923 -0.397 -2.414
C -2.277 -2.927 -2.603
H 0.878 -5.173 -2.294
C -1.268 -5.115 -2.572
C -2.412 -4.313 -2.653
H -3.172 -2.297 -2.658
H -1.386 -6.201 -2.562
H -3.413 -4.750 -2.710
Si 0.427 5.940 -0.792
Cl 0.164 4.765 -2.578
C 2.189 5.795 -0.159
C -0.961 5.464 0.366
C 0.181 7.800 -1.156
H 2.543 4.756 -0.229
H 2.226 6.116 0.898
H 2.861 6.450 -0.741
H 1.006 8.249 -1.722
H 0.106 8.364 -0.209
H -0.738 8.006 -1.715
H -0.999 4.365 0.419
H -1.924 5.835 -0.028
H -0.786 5.885 1.372
N -0.885 -1.808 10.336
C -0.791 -1.319 9.278
C -0.682 -0.722 7.974
C -0.069 -1.430 6.928
C 0.041 -0.850 5.668
C -0.476 0.441 5.466
C -1.071 1.169 6.500
C -1.172 0.575 7.761
N -0.459 1.003 4.180
C -1.069 2.194 3.783
C -0.946 2.288 2.440
N -0.235 1.177 2.000
C 0.073 0.432 3.069
H 0.321 -2.434 7.094
H 0.506 -1.405 4.859
H -1.462 2.172 6.336
H -1.638 1.135 8.568
H -1.542 2.881 4.459
H -1.348 3.010 1.748
H 0.639 -0.491 3.068
```

Results of the Mulliken charge analysis, in e, for atoms 1 through 8: -1.575 0.313 0.463 0.034 0.271 0.151 -1.488 0.370



4.
C6H20F3O8Y | ωB97M-V/def2-TZVPD

Properties
2S+1 = 1
E_tot = -32105.4768 eV
max |F| = 3.8 eV/Å
energy relative to the best compared isomer or geometry (same formula, charge and spin) = 1997.2 kJ/mol
gap between HOMO and LUMO = 1.50 eV

XYZ file:
```
38
C6H20F3O8Y ωB97M-V/def2-TZVPD
Y -1.710 0.637 -0.111
C -6.605 2.558 -5.953
C -6.246 1.516 -4.916
O -5.464 1.996 -3.842
H -7.216 2.046 -6.697
H -5.705 2.924 -6.447
H -7.187 3.416 -5.617
H -5.836 0.604 -5.350
H -7.139 1.147 -4.412
O -2.858 -3.389 0.585
H -2.736 -4.217 0.081
C 4.373 -0.896 3.254
O 4.443 -2.318 3.575
O 3.090 -0.661 2.768
C 4.970 -0.092 4.419
F 5.074 1.193 4.028
F 4.219 -0.155 5.510
F 6.234 -0.533 4.745
C 5.006 -3.233 2.590
C 5.037 -4.580 3.230
H 5.743 -4.638 4.058
H 4.078 -5.039 3.471
H 5.314 -5.313 2.473
H 6.006 -2.955 2.255
H 4.379 -3.317 1.702
H 5.079 -0.719 2.442
O -1.333 5.056 0.886
H -1.668 5.774 0.350
H -1.015 5.479 1.683
O -4.455 1.287 3.384
H -5.345 0.971 3.537
H -4.277 1.870 4.122
O 1.379 2.892 -2.832
H 1.339 2.985 -3.784
H 2.108 3.454 -2.567
O -0.443 -1.787 -3.848
H 0.024 -2.588 -4.087
H -0.656 -1.375 -4.686
```

Results of the natural (NBO) charge analysis, in e, for atoms 1 through 8: 1.115 -0.634 -0.114 -0.480 0.203 0.210 0.216 0.182



- What is the max |F| in the first record?
  1.7 eV/Å



Please write out number 1 again, unchanged.
C2H6O2 | ωB97M-V/def2-TZVPD

Properties
2S+1 = 1
E_tot = -6265.9776 eV
max |F| = 1.7 eV/Å
energy relative to the best compared isomer or geometry (same formula, charge and spin) = 26.8 kJ/mol
gap between HOMO and LUMO = 12.07 eV
SMILES = O=CO.C

XYZ file:
```
10
C2H6O2 ωB97M-V/def2-TZVPD
C -1.442 0.035 1.439
H -2.128 0.523 0.756
H -1.943 -0.857 1.824
H -1.268 0.627 2.340
H -0.461 -0.213 1.046
O 1.042 -1.233 -1.119
C 1.721 -0.268 -1.276
O 1.386 0.734 -2.167
H 2.654 -0.025 -0.756
H 0.438 0.677 -2.087
```

Results of the natural (NBO) charge analysis, in e, for atoms 1 through 8: -0.855 0.212 0.216 0.210 0.216 -0.555 0.640 -0.692



- What is the E_tot in the first record?
  -6265.9776 eV